1.
{"formula": "C2Cl4OS", "method": "the ωB97M-V functional and the def2-TZVPD basis", "symbols": ["C", "C", "O", "S", "Cl", "Cl", "Cl", "Cl"], "xyz": [[-0.51418, -0.43957, 0.32488], [0.35865, 0.73038, 0.10587], [1.18944, -1.28761, -1.61268], [0.07619, -0.38483, -1.43718], [-2.54354, 0.06280, 0.30183], [-0.19441, -1.65848, 1.43396], [-0.32041, 2.32638, 0.07122], [1.94826, 0.65094, 0.81211]], "gap_ev": 8.91, "spin_multiplicity": 1, "fmax_ha_per_bohr": 0.066, "e_lumo_ev": -1.185, "energy_ev": -65043.6777, "charge": 0}

---

2.
{"formula": "C16H31NOP2Sr", "method": "the ωB97M-V functional and the def2-TZVPD basis", "symbols": ["P", "P", "C", "C", "H", "H", "H", "H", "C", "H", "H", "H", "C", "H", "H", "H", "C", "H", "H", "H", "C", "H", "H", "H", "Sr", "C", "C", "C", "C", "C", "C", "C", "C", "C", "H", "H", "H", "H", "H", "H", "H", "H", "H", "H", "H", "H", "H", "H", "H", "O", "C", "N"], "xyz": [[-0.84374, 1.75074, 0.68149], [1.91343, -0.06256, -1.06471], [0.97089, 1.96452, 0.70159], [1.60660, 1.72864, -0.68609], [1.39863, 1.34870, 1.51063], [1.06978, 3.00794, 1.03281], [1.00336, 2.27794, -1.44591], [2.60264, 2.17824, -0.69010], [3.65634, -0.21136, -0.33781], [4.09414, -1.21753, -0.46852], [3.72930, -0.02007, 0.74413], [4.37853, 0.48959, -0.79661], [2.25920, -0.85204, -2.66780], [3.34037, -0.77354, -2.85246], [1.65863, -0.55798, -3.54825], [2.04760, -1.92979, -2.51810], [-1.25393, 2.56176, 2.28421], [-2.33345, 2.63055, 2.46632], [-0.86358, 3.58539, 2.24708], [-0.81577, 2.08143, 3.16958], [-1.60991, 2.84948, -0.52058], [-0.97037, 3.18568, -1.36471], [-1.86640, 3.74105, 0.08899], [-2.54267, 2.38144, -0.90004], [-0.45192, 0.94079, -2.87427], [1.24920, -2.01513, 0.80232], [1.60259, -1.44590, 1.97177], [0.68830, -1.00073, 3.05845], [-0.74173, -1.61958, 3.02686], [-1.83558, -0.84962, 2.39308], [-1.84709, -0.39891, 1.08140], [-1.03451, -1.02929, -0.08413], [-0.15719, -2.25200, 0.20918], [-3.09243, 0.24949, -2.51386], [2.06822, -2.39333, 0.15011], [2.67563, -1.21658, 2.20319], [0.62987, 0.09145, 3.19438], [1.15507, -1.34350, 3.99223], [-0.59698, -2.65256, 2.67644], [-1.06271, -1.68017, 4.07837], [-2.66303, -0.66684, 3.12444], [-2.76580, 0.16602, 0.78956], [-0.37963, -0.24236, -0.54899], [-1.76105, -1.27039, -0.88479], [-0.79654, -2.95089, 0.77647], [-0.01390, -2.76805, -0.76392], [-3.28574, 0.69889, -3.51726], [-3.80512, 0.62003, -1.77272], [-3.18956, -0.84141, -2.56884], [-1.51005, -3.20927, -4.41166], [-1.08334, -2.09341, -4.36328], [-0.62461, -0.96493, -4.28968]], "gap_ev": 5.62, "spin_multiplicity": 1, "fmax_ha_per_bohr": 0.055, "e_lumo_ev": -0.877, "energy_ev": -40039.9541, "charge": 0}